1.
Computed, not measured: a cluster of 3 separate species, C19H32NO6S2 in total, with ωB97M-V/def2-TZVPD.

The LUMO energy is -3.94 eV. For the energy above the lowest of the compared OMol25 structures with the same formula, charge and spin, the calculation gives 0.0 kJ/mol. The value obtained for the strongest force on any atom is 1.58 eV Å⁻¹. The gap between HOMO and LUMO is 8.06 eV.

Structure (ORCA input):
```
! wB97M-V def2-TZVPD RIJCOSX def2/J DEFGRID3
* xyz 1 1
C 5.16432 -1.90004 -1.99344
N 4.26017 -0.73313 -1.94016
C 4.51313 0.28027 -1.12081
C 3.69018 1.34194 -1.04281
C 2.56056 1.35880 -1.84655
C 1.62046 2.51912 -1.72988
C 0.83522 2.36042 -0.38905
C 0.22127 0.97481 -0.18923
C -0.72627 0.53424 -1.31620
O -2.09722 0.51249 -0.84946
C -2.94148 0.86791 -1.88132
O -3.01690 0.23773 -2.91018
C 2.31588 0.29887 -2.69818
C 3.18805 -0.72754 -2.73084
H 5.95786 -1.66692 -2.70631
H 4.64212 -2.78060 -2.35255
H 5.61281 -2.09033 -1.02292
H 5.40358 0.22680 -0.50831
H 3.84140 2.17409 -0.37093
H 2.16560 3.46416 -1.74305
H 0.94826 2.55395 -2.59031
H 1.57550 2.52048 0.38956
H 0.08461 3.14402 -0.28132
H -0.34861 0.98593 0.73879
H 0.97022 0.19005 -0.05840
H -0.47819 -0.48095 -1.64441
H -0.62324 1.17799 -2.19276
H -3.54359 1.77270 -1.70249
H 1.42077 0.34123 -3.30141
H 3.05024 -1.56820 -3.39444
C -1.54817 3.54275 4.20656
C -1.38203 2.38382 5.19749
C -0.19964 1.53381 4.71544
S 0.88691 2.65012 3.82215
O 0.91586 2.25401 2.42711
O 2.10171 2.84389 4.56717
C -0.14619 4.10077 3.98047
H -2.22424 4.30674 4.58656
H -1.95749 3.16794 3.26501
H -1.16790 2.78224 6.19088
H -2.28835 1.78553 5.27425
H 0.35049 1.09185 5.54236
H -0.51985 0.75462 4.02536
H -0.06164 4.71108 3.08386
H 0.20239 4.65918 4.84860
C -3.49500 -4.34912 -2.45972
C -2.88545 -2.98019 -2.12972
C -2.75739 -2.88982 -0.60471
S -2.56766 -4.57635 -0.01622
O -3.71669 -4.91853 0.77853
O -1.22434 -4.76172 0.47433
C -2.72432 -5.36109 -1.61697
H -3.42445 -4.57883 -3.52198
H -4.55109 -4.35915 -2.18195
H -1.89535 -2.90330 -2.58709
H -3.48798 -2.16439 -2.52057
H -1.88944 -2.30946 -0.30195
H -3.65519 -2.47549 -0.14963
H -3.23517 -6.31490 -1.50768
H -1.71911 -5.51633 -2.00860
*
```



2.
Computed, not measured: a structure of composition C19H32O29S5, with ωB97M-V/def2-TZVPD.

The LUMO energy is 0.05 eV. The value obtained for the strongest force on any atom is 4.85 eV Å⁻¹. The gap between HOMO and LUMO is 10.45 eV.

Structure (ORCA input):
```
! wB97M-V def2-TZVPD RIJCOSX def2/J DEFGRID3
* xyz 0 1
C -1.47649 0.07195 4.75980
C -1.95604 -1.05079 3.89683
O -2.44091 -0.39667 2.77364
C -2.54835 0.92959 2.88408
O -3.09787 1.69896 2.20533
O -1.77315 1.24723 3.96836
H -0.37980 -0.02847 4.97164
H -1.93259 0.12042 5.76069
H -2.77638 -1.61420 4.33477
H -1.24130 -1.80217 3.57389
C -0.08039 0.69991 -5.45853
C 0.25652 0.72911 -3.94417
O 1.10584 -0.41858 -3.75842
C 1.18139 -1.12586 -4.93373
O 1.62307 -2.17112 -5.08192
O 0.57940 -0.41042 -5.95686
H 0.22950 1.63476 -6.00269
H -1.14601 0.53020 -5.55560
H -0.65324 0.59620 -3.36198
H 0.85528 1.60925 -3.65867
C -5.02656 1.50692 -1.67266
C -4.33464 1.09923 -0.36185
O -3.42523 0.11406 -0.83084
C -3.47498 -0.09790 -2.15464
O -2.71697 -0.67366 -2.89708
O -4.59108 0.46522 -2.63545
H -4.52381 2.38836 -2.10860
H -6.08118 1.49183 -1.76931
H -4.99559 0.66972 0.46811
H -3.84410 1.97623 -0.00032
C -2.34843 -3.98793 -3.43958
C -1.46409 -4.84587 -2.54712
O -1.97420 -6.23758 -2.84246
S -3.27352 -6.13728 -3.77697
O -4.28583 -6.93610 -3.18082
O -2.96528 -6.42520 -5.12517
O -3.64845 -4.62901 -3.59620
H -1.89593 -3.91601 -4.40835
H -2.50436 -2.93683 -3.08793
H -1.55464 -4.71922 -1.47529
H -0.42215 -4.83099 -2.83685
C 0.40752 4.97376 -0.57663
C 0.65518 4.72098 -2.06869
O -0.61712 4.54521 -2.65584
S -1.45254 3.65709 -1.60768
O -0.96113 2.29380 -1.84920
O -2.84908 3.99964 -1.78444
O -0.91241 4.36901 -0.24958
H 0.13065 6.03245 -0.40053
H 1.16872 4.64788 0.15539
H 1.32530 3.89686 -2.25173
H 1.11249 5.60146 -2.54366
C 3.98194 -0.38143 -1.29094
C 4.81462 0.05904 -0.05169
O 4.85519 1.46353 -0.26997
S 3.56059 2.04778 -1.05060
O 4.10274 2.79375 -2.18806
O 2.64805 2.71692 -0.14358
O 2.87555 0.61974 -1.41801
H 3.54440 -1.35948 -1.08512
H 4.50950 -0.38837 -2.27383
H 5.84232 -0.24440 -0.00471
H 4.31279 -0.23845 0.87632
C 3.15949 0.26804 7.98009
C 4.43584 0.14895 7.12068
O 4.06689 -0.65768 5.98437
S 2.57970 -1.24456 6.15428
O 2.58051 -2.65450 5.98288
O 1.62152 -0.44117 5.47484
O 2.42093 -0.92658 7.65063
H 2.53228 1.14806 7.77090
H 3.36348 0.21566 9.04251
H 5.18545 -0.41862 7.63119
H 4.81175 1.12560 6.80617
C -0.06113 -0.33874 -0.46388
C 0.43567 0.50583 0.65811
O 0.35665 -0.37389 1.85161
S 0.92693 -1.74081 1.37704
O 0.16953 -2.79654 2.07771
O 2.36426 -1.81855 1.41878
O 0.44765 -1.74268 -0.16456
H 0.39119 -0.04395 -1.40550
H -1.15317 -0.38856 -0.56482
H -0.15243 1.41365 0.78857
H 1.48428 0.74695 0.42410
*
```



3.
Computed, not measured: a structure of composition C19H33Al2Br2Cl3F13LiMgN2O3P, with ωB97M-V/def2-TZVPD.

The LUMO energy is -7.04 eV. The value obtained for the strongest force on any atom is 4.10 eV Å⁻¹. The gap between HOMO and LUMO is 1.84 eV.

Structure (ORCA input):
```
! wB97M-V def2-TZVPD RIJCOSX def2/J DEFGRID3
* xyz 1 1
O -4.89304 -5.94834 1.75617
C -5.13008 -4.58953 1.95013
C -3.99285 -3.92948 2.76597
Al -2.72153 -2.91401 1.53904
P -3.84759 -0.88839 0.95321
O -2.64763 0.21185 0.86745
Cl -4.75027 -1.01488 -0.88267
C -2.36683 -4.14246 -0.10388
F -2.27034 -5.39879 0.43695
F -3.43928 -4.17944 -0.97589
C -1.01534 -3.90301 -0.82501
F -0.14975 -3.47772 0.14054
F -0.49005 -5.05517 -1.28053
C -1.02126 -2.78899 -1.89869
F -1.57530 -1.67613 -1.33776
F 0.24743 -2.50095 -2.21634
C -1.82996 -3.08683 -3.20514
F -3.06515 -2.59531 -3.17213
F -1.84792 -4.36287 -3.55218
F -1.20282 -2.41843 -4.20494
C -6.54085 -4.43703 2.63916
F -7.13476 -3.19389 2.10185
F -7.31596 -5.41474 2.24835
F -6.41108 -4.41519 3.94730
H -5.25606 -6.23642 0.91073
H -5.21881 -4.04811 0.99097
H -3.38379 -4.70484 3.24385
H -4.37398 -3.19382 3.48740
H -1.39130 -2.52922 2.34270
H -2.56939 0.54044 -0.04614
C 0.68510 0.65387 -1.66868
C 1.94995 1.46305 -1.93757
C 2.71376 2.03508 -0.74928
N 1.98242 3.05303 0.12073
C 1.20762 3.99762 -0.74197
C 0.63786 5.17991 0.05172
C 1.72835 5.92928 0.79503
C 2.49881 4.97876 1.68181
C 3.05503 3.80791 0.89036
C 1.09338 2.34341 1.12208
H -0.16647 1.29128 -1.41133
H 0.39752 0.11359 -2.57154
H 0.83426 -0.07597 -0.87582
H 1.72194 2.25577 -2.65550
H 2.65117 0.80494 -2.44847
H 3.58541 2.54965 -1.14989
H 3.07318 1.25003 -0.08533
H 1.89939 4.34672 -1.52691
H 0.39550 3.43670 -1.20797
H 0.13315 5.86792 -0.63612
H -0.17375 4.82086 0.77761
H 1.29847 6.73033 1.39419
H 2.41112 6.40229 0.07203
H 1.85956 4.63605 2.49691
H 3.32790 5.50935 2.15333
H 3.54824 3.08828 1.54292
H 3.77608 4.16872 0.15550
H 1.70682 1.65134 1.69070
H 0.30594 1.83104 0.59876
H 0.65230 3.08307 1.78733
F 0.75614 6.88062 3.41099
C 5.92237 -0.23613 -1.62842
O 5.30676 0.82158 -1.63328
N 5.41019 -1.44051 -1.92407
C 6.21881 -2.64756 -1.89223
C 4.00828 -1.54682 -2.28686
H 6.99135 -0.27809 -1.36864
H 6.22185 -3.10851 -2.88111
H 5.79701 -3.34788 -1.16962
H 7.24217 -2.41555 -1.60584
H 3.81430 -0.93781 -3.17168
H 3.38964 -1.17660 -1.46670
H 3.75236 -2.58224 -2.49504
Li 1.94998 7.31952 4.97436
Mg 0.33629 5.93485 -2.37733
Br 0.28451 -0.13754 1.82646
Cl -1.06913 6.03572 1.93987
Al -2.67807 4.47397 2.85586
Cl -8.65546 -3.51868 3.86650
Br -7.77094 -3.01268 0.10531
*
```



What is the LUMO in the first record? -3.94 eV



Copy entry 1 word for word.
Computed, not measured: a cluster of 3 separate species, C19H32NO6S2 in total, with ωB97M-V/def2-TZVPD.

The LUMO energy is -3.94 eV. For the energy above the lowest of the compared OMol25 structures with the same formula, charge and spin, the calculation gives 0.0 kJ/mol. The value obtained for the strongest force on any atom is 1.58 eV Å⁻¹. The gap between HOMO and LUMO is 8.06 eV.

Structure (ORCA input):
```
! wB97M-V def2-TZVPD RIJCOSX def2/J DEFGRID3
* xyz 1 1
C 5.16432 -1.90004 -1.99344
N 4.26017 -0.73313 -1.94016
C 4.51313 0.28027 -1.12081
C 3.69018 1.34194 -1.04281
C 2.56056 1.35880 -1.84655
C 1.62046 2.51912 -1.72988
C 0.83522 2.36042 -0.38905
C 0.22127 0.97481 -0.18923
C -0.72627 0.53424 -1.31620
O -2.09722 0.51249 -0.84946
C -2.94148 0.86791 -1.88132
O -3.01690 0.23773 -2.91018
C 2.31588 0.29887 -2.69818
C 3.18805 -0.72754 -2.73084
H 5.95786 -1.66692 -2.70631
H 4.64212 -2.78060 -2.35255
H 5.61281 -2.09033 -1.02292
H 5.40358 0.22680 -0.50831
H 3.84140 2.17409 -0.37093
H 2.16560 3.46416 -1.74305
H 0.94826 2.55395 -2.59031
H 1.57550 2.52048 0.38956
H 0.08461 3.14402 -0.28132
H -0.34861 0.98593 0.73879
H 0.97022 0.19005 -0.05840
H -0.47819 -0.48095 -1.64441
H -0.62324 1.17799 -2.19276
H -3.54359 1.77270 -1.70249
H 1.42077 0.34123 -3.30141
H 3.05024 -1.56820 -3.39444
C -1.54817 3.54275 4.20656
C -1.38203 2.38382 5.19749
C -0.19964 1.53381 4.71544
S 0.88691 2.65012 3.82215
O 0.91586 2.25401 2.42711
O 2.10171 2.84389 4.56717
C -0.14619 4.10077 3.98047
H -2.22424 4.30674 4.58656
H -1.95749 3.16794 3.26501
H -1.16790 2.78224 6.19088
H -2.28835 1.78553 5.27425
H 0.35049 1.09185 5.54236
H -0.51985 0.75462 4.02536
H -0.06164 4.71108 3.08386
H 0.20239 4.65918 4.84860
C -3.49500 -4.34912 -2.45972
C -2.88545 -2.98019 -2.12972
C -2.75739 -2.88982 -0.60471
S -2.56766 -4.57635 -0.01622
O -3.71669 -4.91853 0.77853
O -1.22434 -4.76172 0.47433
C -2.72432 -5.36109 -1.61697
H -3.42445 -4.57883 -3.52198
H -4.55109 -4.35915 -2.18195
H -1.89535 -2.90330 -2.58709
H -3.48798 -2.16439 -2.52057
H -1.88944 -2.30946 -0.30195
H -3.65519 -2.47549 -0.14963
H -3.23517 -6.31490 -1.50768
H -1.71911 -5.51633 -2.00860
*
```



The highest strongest force on any atom belongs to which entry? C19H32O29S5



Look up the strongest force on any atom of the second one. 4.85 eV Å⁻¹